Computed, not measured: an isolated molecule of C16H17NS in a non-equilibrium geometry, with wB97M-V/def2-TZVPD.

CARTESIAN COORDINATES (ANGSTROEM)
C  -0.50232  1.87441  1.14881
C  -1.50103  2.88869  0.29515
C  -1.52131  2.60490  -1.31892
C  -2.47992  1.36347  -1.79723
C  -2.15666  -0.07782  -1.08789
C  -3.36235  -0.83538  -0.23511
C  -3.05791  -2.26978  0.53911
C  -1.59258  -3.01409  0.47055
C  -0.36794  -2.28356  -0.36084
C  -0.69907  -0.82815  -1.11625
S  0.81609  -0.06886  -2.00113
C  2.20379  -0.41129  -0.73084
C  3.33725  0.71272  -0.35386
C  4.47142  0.35941  0.78738
C  4.40099  -1.14104  1.48693
C  3.25759  -2.29045  1.08277
C  2.10980  -1.93039  -0.03599
N  1.02875  -2.90130  -0.45791
H  0.14300  2.51686  1.92201
H  0.28123  1.32465  0.47020
H  -1.14921  1.11128  1.76338
H  -2.57871  2.95688  0.77594
H  -1.03051  3.97605  0.43585
H  -0.40705  2.53205  -1.67560
H  -1.96398  3.58674  -1.83389
H  -3.59385  1.65177  -1.53447
H  -2.34660  1.22163  -2.95594
H  -4.40750  -0.27936  -0.19343
H  -3.95567  -2.74631  1.15729
H  -1.46497  -4.03972  1.04094
H  3.25380  1.76492  -0.91212
H  5.28262  1.18013  1.09263
H  5.19578  -1.41607  2.32087
H  3.29797  -3.35690  1.61796
H  1.05911  -3.73608  0.19365

E_HOMO: -0.285 hartree
2S+1: 1
LUMO level: -0.014 eV
Orbital gap: 0.285 Eh
F_max: 4.5 eV/Å



Computed, not measured: a structure of composition C16H18AlO10P2, with wB97M-V/def2-TZVPD.

CARTESIAN COORDINATES (ANGSTROEM)
Al  1.28648  0.06058  -0.20900
C  3.88185  3.78679  -0.23530
C  3.56298  2.54327  -1.06096
O  4.01107  2.61684  -2.40256
P  4.18518  0.97215  -0.26458
O  5.08146  0.21982  -1.30377
O  5.17488  1.44708  0.84656
O  3.07104  0.10502  0.27190
P  1.76322  2.23871  -1.20669
O  1.07632  3.42319  -1.96113
O  1.59934  0.86642  -1.88048
O  1.20374  2.02631  0.18616
H  4.95904  3.90150  -0.11517
H  3.43375  3.73012  0.75679
H  3.48614  4.66073  -0.75152
H  4.90678  2.97871  -2.43798
H  4.62600  -0.29531  -1.98424
H  5.56665  0.75733  1.40232
H  1.22078  3.46463  -2.91639
O  -0.57395  0.06270  -0.06702
C  -1.21206  -1.25438  0.24458
C  -0.03163  -2.24984  0.14519
O  -0.20443  -3.41615  0.30862
O  1.15188  -1.66538  -0.04992
C  -1.70463  -1.22987  1.68349
C  -2.68463  -2.13220  2.07848
C  -3.08574  -2.18387  3.40449
C  -2.51489  -1.33646  4.34396
C  -1.53352  -0.43754  3.95550
C  -1.12395  -0.38936  2.63071
C  -2.29599  -1.47268  -0.78439
C  -3.43697  -0.67495  -0.70104
C  -4.42951  -0.76705  -1.66211
C  -4.29462  -1.67093  -2.70832
C  -3.16739  -2.47415  -2.78847
C  -2.16443  -2.37477  -1.83259
H  -1.21448  0.78342  -0.00432
H  -3.12541  -2.80265  1.35197
H  -3.84848  -2.89067  3.70349
H  -2.83475  -1.37716  5.37703
H  -1.08629  0.22694  4.68348
H  -0.36361  0.32816  2.34983
H  -3.56791  0.00159  0.13873
H  -5.31272  -0.14633  -1.58668
H  -5.07398  -1.75398  -3.45524
H  -3.06487  -3.18689  -3.59657
H  -1.29774  -3.01947  -1.89684

E_HOMO: -0.433 hartree
2S+1: 1
LUMO level: -2.694 eV
Net charge: +1
Orbital gap: 0.334 Eh
F_max: 0.5 eV/Å



Computed, not measured: a structure of composition C16H18B2N6O2W in a non-equilibrium geometry, with wB97M-V/def2-TZVPD.

CARTESIAN COORDINATES (ANGSTROEM)
H  -1.77713  -0.25442  2.41791
N  -1.23077  -1.37013  0.69958
B  -1.04210  -3.06766  -1.19110
N  -1.71476  -2.52977  0.10792
C  -2.73737  -2.99656  0.83681
W  0.46381  -0.35422  -0.23935
H  -3.23820  -3.90727  0.51786
C  -2.92885  -2.14126  1.91387
H  -3.66494  -2.24120  2.66911
C  -1.97079  -1.12267  1.80688
H  -1.57062  -4.04414  -1.58716
C  2.12936  0.63589  -0.91564
H  2.47598  1.45205  -0.27207
H  1.92143  1.05938  -1.90464
H  2.94070  -0.09712  -1.01439
N  0.46105  -3.32436  -0.85617
N  -1.12114  -1.90576  -2.25631
N  1.23041  -2.27228  -0.34792
N  -0.57801  -0.63328  -1.97378
C  1.23537  -4.41417  -0.91693
C  -1.67105  -1.87327  -3.47982
H  0.80747  -5.34403  -1.28660
H  -2.15062  -2.77311  -3.90083
C  2.51233  -4.08494  -0.47074
C  -1.48700  -0.59079  -4.02282
C  2.49390  -2.73465  -0.11781
C  -0.79221  0.17148  -3.05695
H  3.35376  -4.73204  -0.42180
H  -1.79373  -0.25238  -4.97931
H  3.26220  -2.07081  0.25141
H  -0.44245  1.18808  -3.06128
H  1.11591  0.31276  1.22883
O  0.64716  2.97334  -0.00781
B  0.16548  1.77793  0.65574
O  -0.64077  2.22781  1.76943
C  -0.46854  3.55412  1.87620
C  -0.52183  4.21204  3.09968
C  0.35223  5.28752  3.29883
C  1.21352  5.72187  2.29927
C  1.22883  5.09709  1.04017
C  0.37636  4.00303  0.82452
H  -1.11325  3.79027  3.90675
H  0.36092  5.78375  4.27358
H  1.91776  6.54847  2.48526
H  1.99016  5.33538  0.30162

E_HOMO (spin up / spin down): -0.546 / -0.542 hartree
Relative energy (zero: lowest compared OMol25 entry of this formula, charge and spin): 0.0 kcal per mole
2S+1: 3
LUMO level (spin up / spin down): -7.987 / -9.564 eV
Net charge: +2
Orbital gap (spin up / spin down): 0.253 / 0.191 Eh
F_max: 2.8 eV/Å



Computed, not measured: the ion C16H18Cl2N2 with charge +2 in a non-equilibrium geometry, with wB97M-V/def2-TZVPD.

CARTESIAN COORDINATES (ANGSTROEM)
C  6.20382  -1.70275  0.39047
C  6.70371  -0.39572  -0.17676
C  5.98548  0.96464  0.46777
N  4.45393  0.91576  0.37177
C  3.82734  0.82672  -1.01632
C  2.21127  0.74118  -1.32316
C  1.19820  0.75652  -0.03277
C  -0.45283  0.67394  -0.19389
C  -1.30099  -0.19646  0.90643
C  -2.94576  -0.30054  0.69342
N  -3.72032  0.34171  -0.43583
C  -5.21281  0.27036  -0.66737
Cl  -5.68978  -0.08627  -2.44803
C  -6.02680  -0.74835  0.32540
C  -5.62077  -2.33417  0.17598
Cl  -7.84196  -0.64340  -0.19343
C  -2.92016  1.19592  -1.44160
C  -1.29587  1.41306  -1.39049
C  1.86562  0.89166  1.46746
C  3.52783  0.95588  1.56933
H  5.24128  -1.69422  1.08251
H  6.68612  -2.75475  0.14405
H  7.52940  -0.36713  -1.01631
H  6.29016  0.96907  1.60379
H  6.40200  1.95551  -0.05048
H  4.56704  0.83024  -1.92870
H  1.79419  0.65179  -2.42741
H  -0.70410  -0.72458  1.76429
H  -3.51250  -0.95370  1.51448
H  -5.63663  1.36444  -0.44799
H  -6.03202  -0.40136  1.46686
H  -4.57768  -2.43658  -0.37550
H  -6.46131  -3.02078  -0.26137
H  -5.41985  -2.72506  1.28573
H  -3.51517  1.73821  -2.31375
H  -0.77721  2.08586  -2.20752
H  1.21446  0.90804  2.45464
H  3.96265  1.03534  2.66428

E_HOMO: -0.546 hartree
2S+1: 1
LUMO level: -8.502 eV
Net charge: +2
Orbital gap: 0.233 Eh
F_max: 5.8 eV/Å



Computed, not measured: a structure of composition C16H18ClCuN in a non-equilibrium geometry, with wB97M-V/def2-TZVPD.

CARTESIAN COORDINATES (ANGSTROEM)
C  1.77576  2.12595  -0.06327
C  1.82224  2.14608  -1.50566
C  2.34140  0.87727  -1.92511
H  1.54523  2.98506  -2.13571
C  2.47441  0.04452  -0.78072
C  2.15050  0.81343  0.37056
H  2.25336  0.49226  1.40297
H  1.56196  2.98178  0.56704
H  2.61611  0.62165  -2.94189
H  2.80171  -0.99246  -0.76872
Cu  0.11616  1.01722  -0.94564
Cl  -1.40184  2.41659  -0.16295
C  -1.54513  -0.37809  -1.67060
C  -0.57665  -1.37517  -2.00983
C  0.29113  -0.84084  -2.99247
H  -0.57037  -2.39754  -1.65060
C  -0.18142  0.45454  -3.35438
C  -1.32482  0.75147  -2.54884
H  -1.96568  1.62066  -2.63644
H  -2.37271  -0.47064  -0.97573
H  1.15975  -1.35618  -3.39665
H  0.21474  1.11440  -4.12043
C  -1.53624  -2.73900  0.69092
C  -1.16333  -1.75581  1.71551
C  -1.45967  -1.85804  3.11894
C  -0.97675  -0.68023  3.70483
C  -0.42442  0.09759  2.62526
C  0.10934  1.45681  2.79829
N  -0.51384  -0.59274  1.45507
H  -2.15202  -2.27279  -0.08108
H  -2.11720  -3.55290  1.13020
H  -0.65763  -3.17996  0.20978
H  -1.98328  -2.68459  3.56981
H  -0.99614  -0.34663  4.73462
H  -0.55926  2.03456  3.45256
H  1.09264  1.44937  3.29423
H  0.15196  1.97242  1.82615

E_HOMO (spin up / spin down): 0.013 / 0.013 hartree
2S+1: 2
LUMO level (spin up / spin down): 5.936 / 5.631 eV
Net charge: -2
Orbital gap (spin up / spin down): 0.205 / 0.194 Eh
F_max: 2.9 eV/Å



Computed, not measured: a structure of composition C16H18ClN13S2Sr in a non-equilibrium geometry, with wB97M-V/def2-TZVPD.

CARTESIAN COORDINATES (ANGSTROEM)
Sr  0.00812  -0.10246  0.05021
N  1.24842  -0.50952  -4.58983
C  0.93460  -0.68904  -3.27913
S  -0.68772  -0.31244  -2.80082
N  2.02107  -1.03961  -2.57488
N  1.88296  -1.13462  -1.24441
C  2.93673  -1.47423  -0.62835
C  3.04311  -1.44346  0.81506
C  4.14415  -1.93615  1.51483
C  4.12312  -1.82260  2.90106
C  3.02739  -1.22377  3.53144
C  2.00731  -0.72985  2.73671
N  2.01787  -0.84505  1.42708
H  0.50959  -0.29367  -5.22224
H  2.19068  -0.59688  -4.89371
H  3.84641  -1.84611  -1.19892
H  4.89989  -2.51151  1.00106
H  4.89228  -2.26790  3.53433
H  2.99911  -1.13594  4.61193
H  1.12515  -0.21684  3.18541
N  2.55988  2.29271  -3.17849
C  2.68618  1.61442  -2.03429
N  1.63955  1.81578  -1.27434
C  0.85707  2.64447  -2.04258
N  1.37841  2.93971  -3.20910
C  -0.47123  3.13025  -1.67741
C  -1.13799  4.11096  -2.41039
N  -2.33150  4.58521  -2.09063
C  -2.90902  4.04625  -1.01636
C  -2.25711  3.05375  -0.28923
N  -1.03987  2.59510  -0.60688
H  3.14832  2.38500  -3.95542
H  3.51206  0.89958  -1.83046
H  -0.65502  4.59286  -3.26242
H  -3.89258  4.43109  -0.79031
H  -2.62979  2.61415  0.63434
C  -4.69454  -0.95608  2.66598
C  -3.63569  -1.97208  2.48972
N  -3.48601  -3.00073  3.23196
N  -2.33716  -3.60844  2.71905
C  -1.88966  -3.02284  1.61008
S  -0.55240  -3.40723  0.72613
N  -2.70104  -1.94472  1.48243
N  -2.55423  -0.91194  0.55129
H  -5.28702  -1.22856  3.56740
H  -5.43235  -0.98495  1.85382
H  -4.29843  0.05142  2.72141
H  -1.98758  -4.51209  2.98261
H  -2.48782  -0.04362  1.11247
H  -3.26428  -0.99164  -0.17424
Cl  -1.01936  0.91383  2.61704

E_HOMO: -0.281 hartree
Relative energy (zero: lowest compared OMol25 entry of this formula, charge and spin): 0.0 kcal per mole
2S+1: 1
LUMO level: -0.069 eV
Orbital gap: 0.278 Eh
F_max: 2.8 eV/Å



Computed, not measured: an isolated molecule of C16H18ClN5O3 in a non-equilibrium geometry, with wB97M-V/def2-TZVPD.

CARTESIAN COORDINATES (ANGSTROEM)
C  -1.72527  -1.91047  2.18012
N  -1.73440  -0.77906  1.29494
C  -2.74751  -0.32502  0.51772
N  -3.99098  -0.86808  0.54641
C  -4.85894  -0.66873  -0.59275
C  -4.83946  -1.87495  -1.53766
O  -3.49797  -2.15757  -1.86736
N  -2.42094  0.75124  -0.18889
C  -1.13574  0.99753  0.14022
C  -0.66643  0.07638  1.06142
C  0.65632  0.10468  1.57334
O  1.15565  -0.66160  2.38305
N  1.38544  1.17485  1.03192
C  2.77808  1.30314  1.46333
C  3.69821  0.61887  0.48700
C  4.34655  1.34216  -0.50501
C  5.16111  0.69474  -1.41781
C  5.33550  -0.67697  -1.35586
C  4.67848  -1.39198  -0.36775
Cl  4.88278  -3.10877  -0.28289
C  3.86288  -0.75914  0.55345
C  0.94936  2.11642  0.11375
O  1.67554  3.00878  -0.27557
N  -0.35096  2.00327  -0.32815
C  -0.87779  2.94531  -1.28977
H  -0.72923  -1.98017  2.61499
H  -1.94140  -2.83030  1.63080
H  -2.45874  -1.78312  2.97975
H  -4.03816  -1.79090  0.95657
H  -5.88184  -0.50048  -0.24403
H  -4.49095  0.21753  -1.10978
H  -5.43063  -1.63777  -2.43071
H  -5.29697  -2.74499  -1.03898
H  -3.46946  -2.78782  -2.59348
H  2.84341  0.83113  2.44590
H  3.01078  2.36717  1.52830
H  4.19669  2.40869  -0.56580
H  5.66511  1.26056  -2.18683
H  5.96930  -1.18816  -2.06354
H  3.35278  -1.32656  1.31679
H  -1.23997  2.40663  -2.16473
H  -0.07390  3.62493  -1.56483
H  -1.70638  3.49861  -0.84760

E_HOMO: -0.283 hartree
Relative energy (zero: lowest compared OMol25 entry of this formula, charge and spin): 0.0 kcal per mole
2S+1: 1
LUMO level: 0.449 eV
Orbital gap: 0.300 Eh
F_max: 1.4 eV/Å



Computed, not measured: an isolated molecule of C16H18ClNS2 in a non-equilibrium geometry, with wB97M-V/def2-TZVPD.

CARTESIAN COORDINATES (ANGSTROEM)
S  1.40482  -1.67584  1.06372
C  1.31679  -0.50339  -0.11542
S  0.69570  1.05705  0.49151
C  -0.91716  1.06982  1.57520
C  -1.86926  0.01305  1.00557
C  -2.56141  0.30915  -0.17432
C  -3.12421  -0.71768  -0.94300
C  -3.15051  -2.02635  -0.44022
Cl  -3.86409  -3.28260  -1.36429
C  -2.59635  -2.30022  0.81267
C  -1.97805  -1.26885  1.53179
C  -0.49021  0.87379  2.99619
C  -0.63421  1.97302  3.76696
C  -1.14635  3.15049  2.97818
C  -1.48039  2.53776  1.58577
N  1.88566  -0.67611  -1.34353
C  2.13680  0.39689  -2.31435
C  3.09766  -0.19288  -3.37378
C  3.47539  -1.60857  -2.90010
C  2.73562  -1.85482  -1.56282
H  -2.60275  1.34205  -0.52703
H  -3.52580  -0.51250  -1.92774
H  -2.59898  -3.31006  1.19581
H  -1.49615  -1.53042  2.46757
H  -0.12303  -0.10160  3.29076
H  -0.36530  2.10115  4.82210
H  -0.37229  3.92574  2.83600
H  -2.03091  3.64030  3.42846
H  -1.03799  3.16649  0.79697
H  -2.57613  2.55786  1.48976
H  2.60303  1.26641  -1.82511
H  1.21845  0.75857  -2.80045
H  3.99342  0.44071  -3.45785
H  2.61818  -0.23154  -4.36202
H  3.18589  -2.35738  -3.64944
H  4.56184  -1.67177  -2.74219
H  2.14877  -2.78900  -1.57142
H  3.46349  -1.96871  -0.73990

E_HOMO: -0.284 hartree
Relative energy (zero: lowest compared OMol25 entry of this formula, charge and spin): 44.8 kcal per mole
2S+1: 1
LUMO level: 0.402 eV
Orbital gap: 0.299 Eh
F_max: 2.1 eV/Å



no.,electronic energy (eV)
1,-29175.772
2,-62539.185
3,-33081.319
4,-44875.887
5,-75533.480
6,-71287.870
7,-43001.592
8,-52566.089